(i)
ORCA calculation (ωB97M-V with the def2-TZVPD basis set) on one molecule with the formula C2H2FNO.

```
7
Properties=species:S:1:pos:R:3:lowdin_charge:R:1
H 0.61 0.58 -0.64 0.134
N 1.03 -1.02 0.88 0.076
H -0.79 -0.18 0.20 0.063
C 0.19 -0.02 0.22 0.055
F 0.85 -2.48 0.82 -0.036
O 0.63 0.37 2.74 0.179
C 0.66 -0.04 1.64 -0.470
```

Gap between HOMO and LUMO: 10.5 eV
LUMO level: -0.1 eV
HOMO energy: -0.38902 Eh
SMILES: O=C1CN1F

(ii)
ORCA calculation (ωB97M-V with the def2-TZVPD basis set) on a 2-piece molecular cluster, C2H2FNO overall.

```
7
Properties=species:S:1:pos:R:3:lowdin_charge:R:1
C -0.94 -0.44 -0.51 -0.010
H -0.52 1.09 1.21 0.111
F 2.15 -0.27 -0.28 -0.208
C -0.37 0.29 0.53 -0.033
O 1.58 0.94 0.02 -0.187
H -1.41 -0.50 -1.46 0.122
N -0.49 -1.11 0.49 0.206
```

Gap between HOMO and LUMO: 9.2 eV
LUMO level: -0.2 eV
HOMO energy: -0.34569 Eh

In terms of stability, (i) leads; the second structure lies 3.326 eV higher.

(i)
ORCA calculation (ωB97M-V with the def2-TZVPD basis set) on a 8-piece molecular cluster, CH14O7 overall.

```
22
Properties=species:S:1:pos:R:3:lowdin_charge:R:1
H 1.50 -0.87 -3.29 -0.024
O 0.10 -2.94 0.72 0.024
H -0.10 -3.64 1.18 -0.070
H -2.05 1.58 1.67 0.079
H 1.33 0.16 0.59 0.053
H -2.16 -1.17 -3.13 0.057
H -1.99 -0.29 3.33 0.263
H -1.24 -1.56 2.92 -0.018
H -0.82 3.57 -1.14 0.137
O -1.18 -0.77 2.35 -0.207
O 2.83 -0.81 1.28 -0.172
C 2.62 0.35 0.54 0.067
O 1.81 -0.04 -3.27 0.054
H 1.45 0.51 -2.70 -0.055
H 0.38 -2.56 1.56 0.026
H -1.55 0.05 -2.27 0.041
H -1.47 1.29 0.27 -0.082
H 3.58 -0.79 1.90 0.084
H 0.26 3.76 0.04 -0.015
O -1.98 1.86 0.69 -0.048
O -1.38 -0.86 -2.59 -0.082
O 0.07 3.17 -0.65 -0.112
```

Gap between HOMO and LUMO: 8.3 eV
LUMO level: -0.6 eV
HOMO energy: -0.32779 Eh

(ii)
ORCA calculation (ωB97M-V with the def2-TZVPD basis set) on a 7-piece molecular cluster, CH14O7 overall.

```
22
Properties=species:S:1:pos:R:3:lowdin_charge:R:1
O 1.97 1.93 -0.17 -0.150
H -0.53 2.52 0.59 -0.071
O 0.78 -1.20 1.49 -0.113
O -0.19 0.51 -2.70 -0.060
O -1.44 -1.84 0.52 0.046
H 1.24 -0.28 -0.86 0.053
H -3.03 0.33 -1.15 0.045
H -2.35 0.06 0.18 0.024
H -2.27 -2.52 0.53 0.247
H 1.28 -1.52 -1.76 0.086
H -0.97 0.67 -2.16 -0.005
H 0.54 0.60 2.34 0.081
H -1.19 -1.80 -0.58 0.237
O -2.25 0.57 -0.64 -0.085
H 2.03 -0.73 2.82 0.089
C 1.05 -0.42 2.38 -0.070
O -0.43 1.59 0.80 -0.428
H 1.08 1.60 0.23 -0.049
O 0.95 -1.22 -0.90 -0.068
H 2.52 1.65 0.58 0.018
H 0.64 0.71 -2.29 0.006
H -0.41 -1.86 0.17 0.165
```

Gap between HOMO and LUMO: 5.4 eV
LUMO level: -1.6 eV
HOMO energy: -0.25753 Eh

In terms of stability, (ii) leads; the second structure lies 1.074 eV higher.

(i)
ORCA calculation (ωB97M-V with the def2-TZVPD basis set) on an isolated ion of composition CH3IO2P and charge -1.

```
8
Properties=species:S:1:pos:R:3:lowdin_charge:R:1
O -0.69 -1.32 -1.28 -0.459
O -0.65 -1.48 1.30 -0.485
P -0.59 -0.64 0.01 -0.039
C 0.86 0.46 -0.02 -0.274
I -2.48 1.07 -0.12 0.163
H 0.81 1.02 -0.91 -0.004
H 1.85 -0.14 0.08 0.069
H 0.88 1.03 0.93 0.030
```

Charge: -1
Gap between HOMO and LUMO: 8.2 eV
LUMO level: 3.2 eV
HOMO energy: -0.18313 Eh
SMILES: C[P@](=O)([O-])I

(ii)
ORCA calculation (ωB97M-V with the def2-TZVPD basis set) on an isolated ion of composition CH3IO2P and charge -1.

```
8
Properties=species:S:1:pos:R:3:lowdin_charge:R:1
H 1.11 0.49 1.19 0.033
H 0.90 -1.25 0.89 0.013
O -1.75 0.07 0.92 -0.466
C 0.87 -0.27 0.42 -0.294
H 1.49 -0.20 -0.49 0.008
I -0.41 2.17 -1.21 0.207
O -1.33 -0.92 -1.45 -0.463
P -0.88 -0.11 -0.27 -0.037
```

Charge: -1
Gap between HOMO and LUMO: 8.2 eV
LUMO level: 3.2 eV
HOMO energy: -0.18111 Eh
SMILES: C[P@](=O)([O-])I

In terms of stability, (ii) leads; the second structure lies 0.091 eV higher.

(i)
ORCA calculation (ωB97M-V with the def2-TZVPD basis set) on a 4-piece molecular cluster, C3H16NO4 overall.

```
24
Properties=species:S:1:pos:R:3:lowdin_charge:R:1
H 1.70 -2.75 1.17 0.007
H -1.87 0.88 2.75 0.120
H -0.69 -0.45 -0.34 0.155
O 2.17 -3.58 1.06 -0.054
H 2.55 0.92 0.27 0.052
C -1.19 0.70 1.97 -0.148
H 1.52 -1.74 -1.90 0.103
O 0.57 -1.55 -1.65 -0.055
H -1.61 0.38 -2.37 0.112
C -1.27 1.37 0.62 -0.120
H 2.02 -4.21 1.77 0.043
H -1.52 2.03 -1.82 0.098
O -1.21 -0.76 1.64 -0.085
H -0.10 1.32 -2.37 0.094
H 3.05 1.94 -0.80 0.067
H 0.43 0.68 -0.39 0.113
C -0.99 1.09 -1.81 -0.013
H -0.19 0.84 2.40 0.126
O 2.27 1.61 -0.34 -0.037
H 0.06 -1.93 -2.38 0.062
H -2.00 -1.10 2.05 0.092
H -2.35 1.35 0.37 0.151
N -0.59 0.61 -0.46 -0.041
H -0.75 2.36 0.53 0.158
```

Charge: +1
Gap between HOMO and LUMO: 11.0 eV
LUMO level: -2.9 eV
HOMO energy: -0.51418 Eh

(ii)
ORCA calculation (ωB97M-V with the def2-TZVPD basis set) on a 4-piece molecular cluster, C3H16NO4 overall.

```
24
Properties=species:S:1:pos:R:3:lowdin_charge:R:1
H 1.24 -0.08 0.64 0.157
H 1.80 2.52 -2.40 0.050
H -2.37 -0.17 -0.18 0.144
H -1.80 -1.56 -0.76 0.119
H -2.16 -1.56 2.82 0.119
H 2.15 2.24 -0.91 0.058
C 0.09 0.06 0.48 -0.226
H 2.84 3.66 0.81 0.080
H -0.96 -2.65 -2.75 0.109
H -0.48 -2.12 0.94 0.170
H 0.38 0.67 -1.37 0.088
N -2.04 -1.06 0.13 0.183
H -2.87 -1.49 0.50 0.154
H 3.61 2.27 0.75 0.065
H -0.26 1.17 0.80 0.173
C -0.86 -1.07 1.15 -0.284
C -1.30 -0.83 2.52 -0.084
H -1.91 0.06 2.62 0.074
O -0.11 -0.04 -0.85 -0.153
O 2.75 2.70 0.74 -0.043
H 0.03 -1.71 -2.07 0.078
H -0.52 -0.77 3.39 0.141
O 1.47 2.03 -1.65 -0.077
O -0.61 -2.44 -1.82 -0.095
```

Charge: +1
Gap between HOMO and LUMO: 11.2 eV
LUMO level: -2.7 eV
HOMO energy: -0.50830 Eh

(iii)
ORCA calculation (ωB97M-V with the def2-TZVPD basis set) on a 4-piece molecular cluster, C3H16NO4 overall.

```
24
Properties=species:S:1:pos:R:3:lowdin_charge:R:1
H -1.06 0.85 2.00 0.134
H -1.03 -1.27 -0.31 0.112
H -1.00 1.01 -2.25 0.063
H 2.07 -2.84 0.90 0.053
H -2.54 -2.30 1.44 0.113
H 0.38 2.83 1.09 0.161
O 2.40 -1.93 0.91 -0.052
O -2.24 -1.39 1.38 -0.047
C -0.96 0.56 0.93 -0.147
C -1.10 -0.97 0.74 -0.302
O -0.88 1.92 -1.97 -0.056
H -1.79 1.05 0.34 0.127
H 1.14 0.40 0.89 0.122
H -1.04 2.47 -2.77 0.097
H 3.23 -2.00 1.41 0.060
H 0.97 -1.71 -2.71 0.058
O 1.00 -1.23 -1.88 -0.056
H 0.42 0.47 -0.74 0.086
H 0.27 2.83 -0.59 0.133
H 1.70 2.54 0.06 0.183
H 1.43 -1.73 -1.17 0.028
N 0.69 2.40 0.24 0.198
C 0.39 0.93 0.28 -0.189
H -0.22 -1.39 1.31 0.121
```

Charge: +1
Gap between HOMO and LUMO: 10.2 eV
LUMO level: -3.0 eV
HOMO energy: -0.48439 Eh

In terms of stability, (iii) leads; the second structure lies 0.210 eV higher.